w | {"formula": "C4H11N2S", "method": "wB97M-V/def2-TZVPD", "charge": -1, "multiplicity": 1, "orbital_gap_ev": 6.466, "elements": ["C", "N", "C", "N", "H", "H", "H", "H", "H", "H", "C", "C", "S", "H", "H", "H", "H", "H"], "coordinates": [[-1.5306, -1.8330, -1.1148], [-0.2284, -2.2782, -1.6648], [0.7881, -1.8900, -0.7563], [1.6067, -0.9474, -1.0941], [-2.2409, -1.8103, -1.9742], [-1.8629, -2.4857, -0.2534], [-1.3412, -0.8400, -0.6675], [0.0571, -1.9228, -2.5558], [0.7520, -2.4014, 0.1938], [1.8641, -0.3584, -0.2666], [0.0231, 2.7333, 1.6712], [0.4848, 1.5987, 0.7524], [1.0697, 0.2043, 1.7006], [0.7586, 2.8730, 2.4785], [-0.9561, 2.4772, 2.0954], [-0.0795, 3.6922, 1.1505], [1.2582, 1.9210, 0.0997], [-0.4228, 1.2676, 0.2054]]}

---

x | {"formula": "C4H11N2S", "method": "wB97M-V/def2-TZVPD", "charge": -1, "multiplicity": 1, "orbital_gap_ev": 6.308, "elements": ["C", "N", "C", "C", "S", "C", "N", "H", "H", "H", "H", "H", "H", "H", "H", "H", "H", "H"], "coordinates": [[1.9014, -1.2501, 0.9009], [1.3550, -0.2767, -0.0529], [-0.0482, 0.1507, 0.1606], [-1.2241, -0.9135, 0.0995], [-2.8101, -0.4055, 0.7955], [-0.3010, 1.1486, -0.9886], [-1.3447, 2.1557, -0.7523], [3.0200, -1.2769, 0.7424], [1.6418, -2.3040, 0.7207], [1.6613, -0.9298, 1.9088], [1.4462, -0.5312, -1.0279], [-0.1709, 0.5865, 1.1597], [-1.2490, -1.1866, -0.9756], [-0.7538, -1.7648, 0.6334], [0.6619, 1.6735, -1.1193], [-0.6308, 0.6129, -1.9015], [-2.1170, 1.6503, -0.2274], [-1.0380, 2.8609, -0.0760]]}

---

Energies in hartree, measured from the most stable structure: w 0.0280; x 0.0000.

---

w | {"formula": "C6H9N2O2", "method": "wB97M-V/def2-TZVPD", "charge": -1, "multiplicity": 1, "orbital_gap_ev": 7.084, "elements": ["C", "C", "O", "O", "H", "H", "H", "C", "C", "C", "C", "N", "N", "H", "H", "H", "H", "H", "H"], "coordinates": [[-1.0978, 1.3850, 1.6711], [-0.1807, 0.6347, 2.7396], [-0.7660, 0.3528, 3.8047], [1.0373, 0.5054, 2.4710], [-0.3999, 2.1347, 1.2979], [-2.0133, 1.6649, 2.1775], [-1.3529, 0.6159, 0.9383], [1.9007, 0.2096, -0.4606], [0.8035, -0.4809, -1.1533], [-0.6851, -0.6322, -2.6910], [-0.0979, -1.3905, -0.7067], [0.4334, -0.0119, -2.4119], [-1.0535, -1.5108, -1.6892], [-1.2453, -0.6226, -3.6128], [1.9438, 1.2392, -0.8022], [2.8982, -0.2336, -0.6324], [-1.9241, -1.9987, -1.7506], [-0.0204, -2.0139, 0.1648], [1.8201, 0.1529, 0.6459]]}

---

x | {"formula": "C6H9N2O2", "method": "wB97M-V/def2-TZVPD", "charge": -1, "multiplicity": 1, "orbital_gap_ev": 7.965, "elements": ["C", "C", "C", "C", "C", "C", "N", "N", "O", "O", "H", "H", "H", "H", "H", "H", "H", "H", "H"], "coordinates": [[1.1515, -1.8532, 1.3496], [-2.0208, 1.1910, 0.4515], [-1.7089, 0.0320, -0.4549], [-0.5821, 1.6739, 0.1404], [0.6720, -0.0796, -1.5181], [-0.4758, 0.4504, -0.7368], [1.7576, -0.6497, -0.6766], [1.4715, -0.5717, 0.7171], [0.9416, -2.7802, 0.5579], [1.1292, -1.8174, 2.5808], [-2.8188, 1.8589, 0.1175], [-2.1831, 0.9234, 1.4957], [2.1819, -0.0497, 1.2174], [-2.2854, -0.8357, -0.7219], [-0.5016, 2.6390, -0.3610], [0.0858, 1.6405, 0.9994], [0.3017, -0.8387, -2.2174], [1.1238, 0.7380, -2.1042], [1.7602, -1.6713, -0.8362]]}

---

Energies in hartree, measured from the most stable structure: w 0.0000; x 0.0633.